# 1
Molecular formula: C36H54MnN11O7Si
Method: DFT, the ωB97M-V functional and the def2-TZVPD basis

Geometry as ORCA input:
```
! RIJCOSX wB97M-V def2-TZVPD def2/J DEFGRID3
* xyz -1 2
Mn -0.3516 -0.2720 -0.0665
C -3.7755 -0.4430 -1.0103
N -3.6638 -1.8782 -0.8751
C -4.9055 -2.6214 -0.9288
C -4.4769 -3.9873 -0.4111
N -3.3608 -3.6835 0.4776
C -3.6389 -3.7180 1.9192
C -2.7878 -2.4715 0.0099
N -1.6202 -2.0544 0.3242
C -0.8835 -2.9230 1.2379
C 0.6031 -2.8127 1.0086
N 0.9980 -1.4406 1.2777
C 2.2274 -1.1873 1.5876
N 2.6140 0.0073 2.1444
C 1.7448 1.1525 2.2621
C 4.0510 0.1586 2.0842
C 4.4896 -1.2940 2.1099
N 3.3747 -1.9500 1.4532
C 3.4958 -3.3711 1.2088
H -4.6160 -0.0787 -0.4074
H -3.9300 -0.1668 -2.0562
H -2.8701 0.0332 -0.6570
H -5.2973 -2.6560 -1.9471
H -5.6623 -2.1528 -0.2822
H -4.1388 -4.6240 -1.2325
H -5.2665 -4.5105 0.1250
H -4.7130 -3.8297 2.0885
H -3.3334 -2.7834 2.3887
H -3.1256 -4.5527 2.4028
H -1.1892 -3.9664 1.1148
H -1.0865 -2.6242 2.2730
H 0.8506 -3.0918 -0.0194
H 1.0784 -3.5273 1.6851
H 0.7747 0.8308 2.6288
H 1.5900 1.6561 1.3065
H 2.1934 1.8514 2.9710
H 4.4171 0.7348 2.9347
H 4.3738 0.6516 1.1594
H 4.6220 -1.6580 3.1397
H 5.4113 -1.4695 1.5537
H 4.5441 -3.5703 0.9871
H 2.9345 -3.6637 0.3284
H 3.2066 -3.9765 2.0760
C 0.1553 -3.0063 -2.6767
C -0.3608 -1.6643 -3.0988
C -0.6245 -1.3726 -4.4276
C -1.1059 -0.0992 -4.7424
C -1.3296 0.8318 -3.7594
C -1.0632 0.4759 -2.4094
N -0.5692 -0.7667 -2.1333
N -1.2280 1.1795 -1.2959
Si -1.6750 2.7926 -0.9588
C -1.9334 3.8878 -2.4770
C -3.2946 2.8565 -0.0032
C -0.3268 3.6031 0.0583
H 0.1957 -3.6947 -3.5211
H -0.4932 -3.4216 -1.9026
H 1.1549 -2.8970 -2.2500
H -0.4512 -2.1168 -5.1932
H -1.3111 0.1582 -5.7765
H -1.7031 1.8156 -3.9993
H -2.7746 3.5599 -3.0918
H -1.0417 3.9315 -3.1078
H -2.1521 4.9057 -2.1389
H -4.1347 2.6086 -0.6593
H -3.4700 3.8585 0.3996
H -3.3042 2.1468 0.8267
H 0.5834 3.7106 -0.5366
H -0.0830 2.9741 0.9139
H -0.6211 4.5898 0.4264
C 2.8160 -0.3018 -4.4637
C 2.5227 0.9833 -3.6990
C 3.1601 1.1412 -2.2812
C 3.0401 2.6142 -1.8898
C 3.6266 2.9630 -0.5302
C 4.6158 0.7377 -2.3893
O 5.4873 1.4731 -2.8189
N 4.8839 -0.5407 -2.0005
C 3.9207 -1.5016 -1.5907
O 4.2903 -2.6691 -1.5731
N 2.6921 -1.0770 -1.2342
C 2.3791 0.2120 -1.3427
O 1.3849 0.7079 -0.7712
H 2.2741 -0.2875 -5.4105
H 2.4889 -1.1870 -3.9192
H 3.8797 -0.4032 -4.6892
H 1.4433 1.1043 -3.5728
H 2.8752 1.8340 -4.2882
H 1.9798 2.8697 -1.9170
H 3.5453 3.1957 -2.6629
H 3.0979 2.4434 0.2673
H 3.5405 4.0343 -0.3384
H 4.6868 2.7033 -0.4831
H 5.8044 -0.9037 -2.1959
O -3.1955 -0.4090 2.1525
C -2.2472 0.3597 2.3520
O -1.2399 0.5926 1.6222
C -2.2604 1.1252 3.6749
C -3.0866 0.6951 4.7058
C -3.1096 1.3541 5.9277
C -2.3159 2.4705 6.1315
C -1.5114 2.8944 5.0871
C -1.4611 2.2439 3.8671
N -0.6698 4.0851 5.2914
O -0.0055 4.4806 4.3606
O -0.6787 4.6069 6.3893
H -3.7164 -0.1656 4.5217
H -3.7501 1.0000 6.7254
H -2.3115 3.0101 7.0662
H -0.8160 2.5974 3.0784
*
```

Output
total energy: -3973.89464 hartree
strongest force on any atom: 0.44 eV/Å
LUMO level (alpha / beta): 1.8 / 1.8 eV
orbital gap (alpha / beta): 0.2336 / 0.2309 hartree

***

# 2
Molecular formula: C50H46Cl2N2OPSSr
Method: DFT, the ωB97M-V functional and the def2-TZVPD basis

Geometry as ORCA input:
```
! RIJCOSX wB97M-V def2-TZVPD def2/J DEFGRID3
* xyz -1 1
Sr 0.1856 0.6246 -0.3311
C -5.1285 -1.8485 0.5501
C -4.3946 -1.3365 1.7873
C -5.2541 -1.5680 3.0375
C -3.0269 -1.9668 1.9916
C -2.1787 -1.4468 2.9672
C -0.9746 -2.0603 3.2780
C -0.5631 -3.2098 2.6086
C 0.7036 -3.9316 2.9816
C -1.3700 -3.6822 1.5810
C -2.5830 -3.0767 1.2798
H -6.0787 -1.3249 0.4354
H -5.3419 -2.9152 0.6418
H -4.5383 -1.6824 -0.3531
H -4.2497 -0.2569 1.6735
H -5.3575 -2.6384 3.2279
H -6.2508 -1.1408 2.9044
H -4.8023 -1.1101 3.9173
H -2.4661 -0.5487 3.5043
H -0.3553 -1.6534 4.0700
H 0.9690 -3.7461 4.0228
H 1.5371 -3.6030 2.3597
H 0.5936 -5.0068 2.8363
H -1.0495 -4.5492 1.0161
H -3.1878 -3.4949 0.4856
Cl 3.5159 2.6995 2.8162
C 1.8101 2.9990 2.8838
C 1.3673 4.0674 3.6598
C 0.0396 4.3968 3.6882
Cl -0.4840 5.7502 4.6584
C -0.8977 3.6665 2.9354
C -2.2738 3.9732 2.8664
C -3.1049 3.2080 2.0959
C -2.5668 2.1162 1.3988
N -1.2980 1.7942 1.4475
C -0.4467 2.5487 2.1785
C 0.9571 2.1817 2.1187
O 1.3545 1.1910 1.4156
H 2.0850 4.6398 4.2306
H -2.6553 4.8236 3.4145
H -4.1585 3.4390 2.0167
H -3.2029 1.4985 0.7710
C -2.0872 -1.5504 -1.9506
C -2.5688 -0.2355 -2.5061
C -3.6940 -0.1831 -3.3528
C -4.0523 1.0140 -3.9022
C -3.2998 2.1759 -3.6267
C -3.6081 3.4100 -4.2257
C -2.8316 4.5042 -3.9378
C -1.7645 4.4039 -3.0450
C -1.4197 3.2147 -2.4012
S -0.1095 3.2379 -1.2849
C -2.1998 2.0469 -2.7232
N -1.8806 0.8388 -2.1929
H -2.7563 -2.3604 -2.2354
H -2.0213 -1.5086 -0.8598
H -1.0878 -1.7706 -2.3385
H -4.2516 -1.0858 -3.5675
H -4.9061 1.0898 -4.5667
H -4.4402 3.4692 -4.9176
H -3.0463 5.4569 -4.4083
H -1.1624 5.2749 -2.8242
C 0.6743 -5.2740 -1.3249
C 1.9207 -5.4511 -0.4915
C 2.2751 -6.7426 -0.1089
C 3.3923 -6.9888 0.6693
C 4.1784 -5.9231 1.0778
C 3.8446 -4.6326 0.7005
C 2.7252 -4.3656 -0.0926
P 2.1667 -2.6395 -0.4865
C 3.4568 -1.8034 0.5279
C 3.0396 -1.5465 1.8318
C 3.9302 -1.1258 2.8034
C 5.2530 -0.9136 2.4611
C 5.6719 -1.1256 1.1572
C 4.7997 -1.5890 0.1779
C 5.3063 -1.8574 -1.2115
C 2.4956 -2.4321 -2.2545
C 2.6907 -3.5142 -3.1117
C 2.5905 -3.3738 -4.4846
C 2.2501 -2.1256 -5.0141
C 2.0941 -1.0349 -4.1908
C 2.2599 -1.1202 -2.7826
C 2.1946 0.0428 -1.9563
H 0.8033 -5.7173 -2.3139
H 0.4332 -4.2218 -1.4598
H -0.1748 -5.7703 -0.8500
H 1.6471 -7.5695 -0.4255
H 3.6470 -8.0004 0.9613
H 5.0496 -6.0920 1.6990
H 4.4711 -3.8187 1.0370
H 1.9942 -1.6812 2.0830
H 3.5843 -0.9427 3.8125
H 5.9555 -0.5571 3.2051
H 6.7098 -0.9509 0.8942
H 6.3928 -1.7693 -1.2517
H 4.8729 -1.1470 -1.9182
H 5.0233 -2.8564 -1.5451
H 2.9285 -4.4903 -2.7021
H 2.7570 -4.2199 -5.1406
H 2.1247 -2.0111 -6.0854
H 1.8548 -0.0641 -4.6122
H 2.2432 0.9773 -2.5158
H 2.8767 0.0417 -1.1071
*
```

Output
total energy: -3808.52173 hartree
strongest force on any atom: 2.50 eV/Å
energy above the lowest of the compared OMol25 structures with the same formula, charge and spin: 21.4 kcal per mole
LUMO level: 2.3 eV
orbital gap: 0.2153 hartree